Molecular formula: C11H9F2N2O4S
Method: DFT, ωB97M-V/def2-TZVPD

Structure (XYZ):
```
29
Properties=species:S:1:pos:R:3:forces:R:3:lowdin_charge:R:1
C -2.166 -1.187 3.356 0.309 -0.401 0.141 -0.123
C -0.870 -1.930 2.911 -0.447 -0.766 0.320 -0.513
N 0.255 -0.852 3.070 -0.102 0.492 0.844 -0.322
O 1.399 -1.062 2.669 -1.265 0.856 1.166 0.032
O -0.107 0.124 3.735 1.425 -1.385 -1.193 0.047
H -3.059 -1.795 3.122 0.452 0.215 -0.010 0.068
H -2.143 -0.991 4.455 -0.061 -0.086 -0.964 0.083
H -2.187 -0.221 2.790 -0.189 -0.996 0.530 0.101
H -0.581 -2.935 3.377 0.027 2.319 0.878 0.116
F 0.847 -4.295 0.997 0.510 0.989 -0.743 -0.094
C 0.632 -2.903 0.821 0.323 -0.578 0.368 -0.540
F 1.005 -2.536 -0.447 -0.991 -0.982 0.995 0.012
S -1.171 -2.747 1.313 1.130 1.217 -1.661 0.949
N -0.455 0.067 -0.303 -0.016 -0.663 -0.136 0.114
C -0.613 -0.196 -1.644 0.840 1.929 0.863 -0.493
O -1.186 -1.116 -2.171 -0.550 -0.861 -0.481 0.027
C 0.051 0.967 -2.426 0.398 0.509 0.613 -0.082
C 0.640 1.795 -1.451 -0.303 -0.744 -0.294 -0.104
C 1.297 2.975 -1.740 -0.057 -0.229 0.565 -0.042
C 1.324 3.344 -3.084 -0.558 -0.757 -0.789 -0.099
C 0.725 2.513 -4.092 0.492 0.771 0.903 -0.100
C 0.093 1.305 -3.773 -0.259 -0.395 0.160 -0.042
C 0.346 1.141 -0.105 -0.409 -0.115 -0.053 -0.487
O 0.744 1.552 0.985 0.032 0.163 -0.493 0.002
H 1.307 -2.330 1.509 -1.049 -1.011 -0.805 0.090
H 1.733 3.539 -0.880 -0.321 -0.275 -1.046 0.123
H 1.784 4.283 -3.356 0.041 0.021 -0.251 0.080
H 0.748 2.861 -5.118 0.058 -0.027 0.000 0.080
H -0.393 0.630 -4.519 0.539 0.791 0.573 0.119
```
Forces are in eV/Å.

- molar mass (g mol⁻¹) = 303.3
- orbital gap (eV) = 7.45
- energy (Eh) = -1432.90642
- total charge = -1
- spin multiplicity = 1
- E_HOMO (eV) = -4.814